Version one
ORCA calculation (wB97M-V/def2-TZVPD) on one molecule with the formula C4H7NO.

## Properties
**E_HOMO (alpha / beta)**: -7.68 / -7.58 eV
**LUMO level (alpha / beta)**: -0.2 / -0.4 eV
**Molar mass**: 85.1 g mol⁻¹
**Orbital gap (alpha / beta)**: 7.431 / 7.184 eV

Geometry as ORCA input:
```
! wB97M-V def2-TZVPD RIJCOSX def2/J DEFGRID3
* xyz 0 1
C 1.59629 0.41729 0.12569
N 0.23030 0.10192 -0.40765
C -0.34649 1.23415 -0.71594
C -0.34924 -1.10761 -0.09715
C -1.64844 -1.18586 0.49013
O -2.18060 -2.20797 0.90482
H 2.10410 1.18785 -0.46539
H 2.19164 -0.48174 0.19941
H 1.41413 0.83254 1.12556
H -1.39934 1.38327 -0.56983
H 0.29720 2.03809 -1.03698
H 0.25042 -2.00808 -0.18574
H -2.15995 -0.20384 0.63307
*
```

Charges in e, computed with natural (NBO), in the same order as the atoms:
1. C -0.392
2. N -0.220
3. C -0.169
4. C -0.293
5. C 0.332
6. O -0.586
7. H 0.209
8. H 0.217
9. H 0.220
10. H 0.199
11. H 0.186
12. H 0.212
13. H 0.085



Version two
ORCA calculation (wB97M-V/def2-TZVPD) on one molecule with the formula C4H7NO.

## Properties
**E_HOMO (alpha / beta)**: -8.35 / -8.35 eV
**LUMO level (alpha / beta)**: 0.3 / 0.3 eV
**Molar mass**: 85.1 g mol⁻¹
**SMILES string**: C=C(C)/C=[NH+]\[O-]
**Orbital gap (alpha / beta)**: 8.611 / 8.611 eV

Geometry as ORCA input:
```
! wB97M-V def2-TZVPD RIJCOSX def2/J DEFGRID3
* xyz 0 1
C -1.82275 -0.24986 0.38981
C -0.56150 0.05399 0.11059
C 0.62520 -0.17546 1.31408
C -0.04895 0.42731 -1.15145
N 1.18343 0.15622 -1.52964
O 2.04309 -0.41639 -0.79047
H -2.58222 -0.31836 -0.37389
H -2.13475 -0.49353 1.39456
H 1.37488 0.60898 1.38326
H 1.02463 -1.18172 1.21477
H 0.02879 -0.08198 2.21922
H -0.67354 0.99400 -1.84268
H 1.54370 0.67679 -2.33816
*
```

Charges in e, computed with natural (NBO), in the same order as the atoms:
1. C -0.367
2. C -0.045
3. C -0.598
4. C -0.052
5. N -0.025
6. O -0.522
7. H 0.196
8. H 0.204
9. H 0.219
10. H 0.235
11. H 0.187
12. H 0.203
13. H 0.364



Version three
ORCA calculation (wB97M-V/def2-TZVPD) on one molecule with the formula C4H7NO.

## Properties
**E_HOMO**: -9.93 eV
**LUMO level**: 0.9 eV
**Molar mass**: 85.1 g mol⁻¹
**SMILES string**: C=CCNC=O
**Orbital gap**: 10.815 eV

Geometry as ORCA input:
```
! wB97M-V def2-TZVPD RIJCOSX def2/J DEFGRID3
* xyz 0 1
C 1.39207 1.15058 -0.13826
C 1.41211 -0.11060 0.06581
C 0.21025 -1.00447 0.03916
N -0.99304 -0.44518 -0.46062
C -1.90177 0.16260 0.31636
O -3.02058 0.48503 -0.08311
H 0.41799 1.54686 -0.40633
H 2.25716 1.86419 -0.07762
H 2.39123 -0.57666 0.28038
H 0.11495 -1.23338 1.11041
H 0.42480 -1.89566 -0.49237
H -1.13307 -0.37952 -1.44505
H -1.57211 0.43624 1.29124
*
```

Charges in e, computed with natural (NBO), in the same order as the atoms:
1. C -0.404
2. C -0.198
3. C -0.257
4. N -0.613
5. C 0.519
6. O -0.605
7. H 0.190
8. H 0.215
9. H 0.203
10. H 0.213
11. H 0.213
12. H 0.408
13. H 0.117



If we sort the structures by their calculated energies, the order from most to least stable is version three, version one, version two.